No. 1
Molecular formula: C7H12N2O5
Method: DFT, wB97M-V/def2-TZVPD

The geometry in XYZ format:
```
26
Properties=species:S:1:pos:R:3:forces:R:3
N -2.026231 -2.071799 -0.512554 0.199 -1.889 0.061
C -0.819787 -1.283690 -0.534578 -1.257 1.058 0.445
C -1.073286 -0.012232 -1.330705 -0.325 2.143 -0.949
C -1.757801 1.220042 -0.671700 -0.133 -2.462 0.132
C -0.783180 2.002901 0.092178 0.172 0.250 -0.222
O 0.410105 2.116060 -0.181637 -1.848 0.496 0.980
O -1.431187 2.620988 1.090878 3.169 0.764 0.891
C -0.386410 -0.924476 0.919011 -0.839 -1.530 -0.692
O -1.149506 -1.062028 1.862786 -0.164 0.562 -0.429
N 0.845394 -0.459632 1.079077 2.248 1.628 1.574
C 2.088281 -0.904900 0.445149 1.448 0.975 4.223
C 3.180926 0.096789 0.014148 -0.291 -2.223 -0.352
O 4.230368 -0.428138 -0.233014 0.727 0.422 0.061
O 2.904040 1.340319 -0.160121 -0.130 1.327 -0.089
H -2.773996 -1.818581 0.139547 0.794 0.423 -0.068
H -1.652679 -2.963186 -0.166868 -1.016 -0.012 -0.160
H -0.097495 -1.868645 -1.125237 0.046 0.242 0.548
H -0.146526 0.460909 -1.596541 0.765 -0.463 -0.909
H -1.713652 -0.187322 -2.201828 0.639 -0.638 -0.031
H -2.504784 0.766221 -0.032833 -0.454 0.698 0.531
H -2.247440 1.918509 -1.343617 -0.030 -0.223 -0.448
H -0.645275 3.016944 1.584589 -1.588 -0.035 -0.278
H 0.995830 -0.102772 2.051004 -0.221 -0.648 -1.182
H 1.933572 -1.480768 -0.389401 -0.503 -1.732 -1.684
H 2.682136 -1.448180 1.304787 -1.182 0.344 -2.031
H 1.938574 1.456673 -0.102514 -0.227 0.524 0.080
```
Forces are in eV/Å.

Results
Strongest force on any atom (eV/A): 4.57
E_tot (eV): -20671.44703
Kohn-Sham gap (eV): 10.2
E_HOMO (eV): -9.850
SMILES: N[C@@H](CCC(=O)O)C(=O)NCC(=O)O
Energy relative to the best compared isomer or geometry (same formula, charge and spin) (kcal/mol): 31.9

These are the natural (NBO) partial charges, in e, on atoms 1 to 8:
1 N -0.8257
2 C -0.1554
3 C -0.3996
4 C -0.5363
5 C 0.8341
6 O -0.6647
7 O -0.6392
8 C 0.6572

=====

No. 2
Molecular formula: C7H12N2O5
Method: DFT, wB97M-V/def2-TZVPD

The geometry in XYZ format:
```
26
Properties=species:S:1:pos:R:3:forces:R:3
N -2.814551 2.405585 -0.825121 -0.994 0.398 -0.326
C -1.890749 1.780737 -0.595382 1.130 0.111 0.657
C -0.675340 1.077598 -0.133066 -1.157 -1.342 1.119
O 0.316855 1.964591 0.372998 -0.503 -0.805 -2.330
O -0.243407 0.363896 -1.245656 2.059 0.067 -0.078
C 0.992120 -0.378462 -0.857492 0.188 1.131 1.372
C 1.633712 -0.884791 -2.096514 -1.771 0.375 -2.607
O 1.666513 0.129849 -3.120937 -0.721 1.255 0.805
C 0.462683 -1.478568 0.038393 -1.940 0.120 -0.285
O -0.662110 -2.085941 -0.656429 -0.468 2.369 -0.482
C 0.012503 -0.860184 1.415879 -0.242 -2.561 -1.426
O 1.064207 -0.276267 2.094779 0.731 0.933 0.564
C -1.175754 0.007209 1.093698 1.846 4.943 0.368
N -1.400649 0.927619 2.181603 4.201 -1.149 1.540
H 0.170217 2.014859 1.300668 -0.713 0.300 1.575
H 1.605031 0.375053 -0.281832 -0.305 -0.983 -0.974
H 0.921712 -1.653006 -2.493717 0.901 0.017 0.394
H 2.647290 -1.246112 -2.064538 0.193 -0.348 0.757
H 0.988926 0.826379 -2.880064 1.044 -1.239 -0.483
H 1.055217 -2.338403 0.061858 1.883 -0.788 0.938
H -0.991809 -1.288501 -1.194525 0.063 -1.889 0.841
H -0.283514 -1.676331 2.082577 -0.269 0.032 -0.217
H 1.473528 0.437164 1.586781 -0.079 -0.177 -0.031
H -2.068100 -0.455270 0.842430 -1.307 -1.281 -0.912
H -2.183595 1.393120 2.486941 -2.275 0.612 0.131
H -0.620936 0.918176 2.886668 -1.492 -0.103 -0.909
```
Forces are in eV/Å.

Results
Strongest force on any atom (eV/A): 5.29
E_tot (eV): -20668.75625
Kohn-Sham gap (eV): 10.1
E_HOMO (eV): -9.700
SMILES: N#C[C@]1(O)O[C@H](CO)[C@H](O)[C@@H](O)[C@H]1N
Energy relative to the best compared isomer or geometry (same formula, charge and spin) (kcal/mol): 94.0

These are the natural (NBO) partial charges, in e, on atoms 1 to 8:
1 N -0.2758
2 C 0.2310
3 C 0.4233
4 O -0.7100
5 O -0.5488
6 C 0.0229
7 C -0.0999
8 O -0.7218

=====

No. 3
Molecular formula: C7H12N2O6
Method: DFT, wB97M-V/def2-TZVPD

The geometry in XYZ format:
```
27
Properties=species:S:1:pos:R:3:forces:R:3
C -2.485992 -0.389131 0.573445 3.149 0.257 1.337
C -1.105886 -0.765072 -0.308067 -5.055 -4.400 -2.762
C -3.232737 0.304634 -0.545184 -0.923 -1.410 -0.147
C 1.299219 -0.677005 -0.605011 -1.325 -0.314 -2.134
C 1.929247 -1.524480 0.462847 0.258 -2.374 2.179
C 2.306374 0.329601 -1.079876 -3.835 2.113 -0.646
C 2.469405 1.410511 -0.040804 -1.329 2.673 3.198
H -1.390014 0.332229 2.371662 -0.997 0.468 -2.031
H -1.482541 1.289956 0.779320 -1.565 -1.195 3.701
H -2.939384 -1.339147 1.026389 0.701 1.501 -0.669
H -2.347229 1.034235 -0.824718 -2.816 -0.097 -0.331
H -3.265553 -0.575053 -1.270230 -0.278 1.839 0.245
H -4.900506 0.833451 0.894148 1.408 -0.484 -5.783
H 0.089888 0.625019 0.645685 0.132 -1.949 -1.925
H 0.943151 -1.251621 -1.519149 0.885 -0.127 1.218
H 3.143252 -0.137598 -1.430849 2.703 -1.017 -0.144
H 1.912502 0.787432 -2.065245 0.323 -0.115 1.698
H 3.843089 2.942673 0.106572 -0.763 -2.571 -1.010
H 3.437228 -2.813224 0.776057 -0.387 0.792 -0.245
N -2.027898 0.662046 1.573516 1.007 0.672 -2.042
N 0.021622 -0.079846 -0.184365 1.398 1.261 2.431
O -1.406263 -1.647507 -1.219200 2.615 2.796 3.046
O -4.698995 0.708310 -0.326192 2.199 0.244 5.225
O 1.331033 -1.758577 1.499525 1.794 0.106 -1.831
O 1.617892 1.726699 0.951085 5.599 -1.416 -5.697
O 3.678535 2.044147 -0.394291 -1.989 1.786 2.551
O 3.260555 -2.072674 0.152938 -2.908 0.959 0.569
```
Forces are in eV/Å.

Results
Strongest force on any atom (eV/A): 8.11
E_tot (eV): -22714.46938
Kohn-Sham gap (eV): 8.8
E_HOMO (eV): -8.886
Energy relative to the best compared isomer or geometry (same formula, charge and spin) (kcal/mol): 135.1

These are the natural (NBO) partial charges, in e, on atoms 1 to 8:
1 C -0.1277
2 C 0.6742
3 C -0.0989
4 C -0.1784
5 C 0.7844
6 C -0.5302
7 C 0.8166
8 H 0.3847

=====

No. 4
Molecular formula: C7H12N3O
Method: DFT, wB97M-V/def2-TZVPD

The geometry in XYZ format:
```
23
Properties=species:S:1:pos:R:3:forces:R:3
C -2.791291 1.811858 -1.069311 0.139 -0.119 0.389
C -1.814396 1.276518 -1.494030 -0.020 -0.018 -0.128
N -0.720743 0.596064 -1.956686 0.057 0.245 0.145
C 0.042509 -0.109378 -1.174600 0.699 0.140 0.637
N -0.181859 -0.270790 0.201773 -0.269 -0.174 -1.308
C 0.895013 0.568774 0.840612 -0.256 0.016 0.668
C 0.374310 1.064181 2.186388 -0.020 -0.133 -0.436
O -0.684292 1.969411 1.992308 -0.043 -0.011 0.039
C 0.076491 -1.729158 0.331918 0.440 0.388 0.220
C 1.026254 -2.090889 -0.879987 -0.949 0.219 0.402
N 1.121926 -0.828717 -1.656407 -0.348 -0.533 -0.106
H -3.615393 2.233811 -0.538468 -0.088 0.149 -0.303
H -0.484501 0.620996 -2.946328 -0.034 0.052 0.028
H 1.811933 -0.018644 0.957781 -0.015 -0.016 -0.059
H 1.105816 1.432839 0.207324 -0.045 0.049 0.009
H 1.174141 1.589861 2.704464 -0.037 0.013 0.078
H 0.064769 0.195120 2.776277 0.058 0.074 0.157
H -1.433935 1.482898 1.628358 0.047 0.019 0.053
H 0.467295 -1.869089 1.337040 0.187 -0.375 -0.141
H -0.842240 -2.295050 0.214421 -0.158 0.178 0.220
H 0.423103 -2.745424 -1.501898 0.547 -0.464 -0.056
H 1.971368 -2.531292 -0.591236 0.156 0.117 -0.208
H 2.013720 -0.353901 -1.569714 -0.048 0.185 -0.300
```
Forces are in eV/Å.

Results
Strongest force on any atom (eV/A): 1.35
E_tot (eV): -13961.38320
Kohn-Sham gap (eV): 9.2
E_HOMO (eV): -13.858
SMILES: C#CNC1=[N+](CCO)CCN1
Energy relative to the best compared isomer or geometry (same formula, charge and spin) (kcal/mol): 89.7
Charge: +1

These are the natural (NBO) partial charges, in e, on atoms 1 to 8:
1 C -0.0958
2 C 0.0826
3 N -0.4976
4 C 0.7688
5 N -0.4652
6 C -0.2500
7 C -0.0689
8 O -0.6972

=====

No. 5
Molecular formula: C7H12N3O5
Method: DFT, wB97M-V/def2-TZVPD

The geometry in XYZ format:
```
27
Properties=species:S:1:pos:R:3:forces:R:3
C 2.871406 -2.877312 -1.813599 -0.377 3.529 1.403
C 1.508566 -3.350031 -1.502951 -3.183 0.682 -2.925
O 0.954020 -3.035693 -0.235437 0.057 1.632 2.194
C 0.597298 -1.809601 0.112102 1.087 -0.708 -0.211
O 0.534567 -1.431064 1.245762 -0.365 -0.005 0.409
O 0.323875 -0.996930 -0.956791 -0.215 0.412 0.046
N 0.701290 0.427374 -0.747878 -0.923 0.050 0.617
O 1.607558 0.762007 -1.466438 0.168 0.414 0.164
C -0.019509 1.103077 0.123288 -0.469 -0.692 0.190
N -1.154433 0.596857 0.824944 -0.531 -1.369 0.077
N -1.844215 1.629114 1.575601 -0.382 -0.426 -0.702
C -3.359113 1.607692 1.238835 2.287 2.981 -5.026
C -0.999853 2.817750 1.287883 0.529 -1.526 -1.200
C 0.019072 2.511875 0.431496 -0.022 0.608 0.894
O 1.000371 3.291793 -0.021056 -0.855 0.026 0.041
H 2.920375 -1.768338 -1.564391 -0.016 -1.081 -0.026
H 3.419716 -3.374642 -1.082242 1.997 -0.714 0.818
H 3.299991 -2.852479 -2.793984 -0.309 -0.980 -0.683
H 1.478739 -4.399373 -1.395758 -0.116 -1.283 -0.744
H 0.689254 -2.948061 -2.185674 1.357 -1.050 0.051
H -1.018814 -0.273989 1.356274 0.279 0.474 -0.155
H -2.004941 1.428805 2.574277 1.738 -0.186 0.012
H -3.617600 0.708044 0.768742 -0.066 -1.579 -0.110
H -3.928625 1.872021 2.034501 -1.446 0.681 2.596
H -3.483501 2.392212 0.389121 0.064 -1.180 1.563
H -1.282370 3.742773 1.651978 -0.551 1.535 0.757
H 0.786876 4.226119 0.151396 0.267 -0.245 -0.049
```
Forces are in eV/Å.

Results
Strongest force on any atom (eV/A): 6.28
E_tot (eV): -22147.90265
Kohn-Sham gap (alpha / beta) (eV): 8.5 / 8.5
E_HOMO (alpha / beta) (eV): -12.472 / -12.471
SMILES: CCOC(=O)O/[N+]([O-])=C1\N[N@H+](C)C=C1O
Energy relative to the best compared isomer or geometry (same formula, charge and spin) (kcal/mol): 148.4
Charge: +1

These are the natural (NBO) partial charges, in e, on atoms 1 to 8:
1 C -0.6568
2 C -0.0591
3 O -0.4707
4 C 0.9918
5 O -0.6262
6 O -0.4084
7 N 0.3887
8 O -0.3293

=====

No. 6
Molecular formula: C7H12N3OS
Method: DFT, wB97M-V/def2-TZVPD

The geometry in XYZ format:
```
24
Properties=species:S:1:pos:R:3:forces:R:3
C -1.191953 2.005132 0.164636 1.077 -2.042 3.253
C 1.103389 -0.515083 0.450918 -0.802 3.364 1.838
C -1.982457 0.127733 -0.814523 0.311 -1.471 0.932
C -1.004000 -1.656604 0.819262 1.549 1.172 0.204
C -0.820198 0.871426 1.289699 -0.412 0.202 -1.842
C -1.691807 -0.299434 0.697211 1.171 0.698 -0.779
C 2.371719 -0.028353 -1.794628 0.513 1.930 2.457
N -1.542981 1.463114 -0.875943 -1.038 1.358 -3.159
N 0.607510 0.611915 1.101956 3.119 -3.168 -2.267
N 0.367042 -1.534914 0.191196 -0.866 -0.516 0.093
O 3.130706 0.944969 0.762880 1.118 3.634 1.244
S 2.936134 -0.263259 0.054906 -2.581 -3.572 -2.560
H -1.010771 3.036040 0.325909 0.341 0.916 -0.097
H -1.515316 -0.569080 -1.543987 0.192 0.687 0.339
H -3.039587 0.122398 -1.139561 0.290 -0.086 0.664
H -0.770203 -1.941897 1.850944 -0.590 -0.119 -0.135
H -1.446477 -2.429780 0.255578 -0.966 -0.892 -0.234
H -0.948795 1.016580 2.360216 -0.474 0.394 -0.184
H -2.578239 -0.163387 1.251768 -1.222 -0.733 0.690
H 2.024862 -1.027272 -2.034017 0.579 0.028 -0.818
H 3.283763 0.486906 -2.139630 -0.351 -1.065 -0.875
H 1.562672 0.735010 -1.830098 0.337 -0.666 0.114
H 1.423660 1.272951 0.987995 -1.313 0.361 1.013
H 0.731322 -2.265122 -0.392677 0.017 -0.413 0.110
```
Forces are in eV/Å.

Results
Strongest force on any atom (eV/A): 5.10
E_tot (eV): -24797.56511
Kohn-Sham gap (eV): 9.7
E_HOMO (eV): -13.133
Energy relative to the best compared isomer or geometry (same formula, charge and spin) (kcal/mol): 77.2
Charge: +1

These are the natural (NBO) partial charges, in e, on atoms 1 to 8:
1 C 0.1388
2 C 0.3346
3 C -0.2543
4 C -0.2061
5 C -0.1135
6 C -0.2750
7 C -0.7665
8 N -0.3677